Computed, not measured: a structure of composition C35H50BBeF4N4O5 at a distorted geometry, with the ωB97M-V functional and the def2-TZVPD basis.

Summary:
* maximum force: 5.6 eV/A
* highest occupied orbital energy: -10.7 eV
* total charge: +1

Positions of all 100 atoms, in Å:
Be -1.43638 3.06042 -0.56384
B -0.29996 -1.01043 0.05085
F 0.05497 -0.14106 -0.95369
F -1.17135 -1.93931 -0.38727
F 0.73596 -1.53802 0.59269
F -0.92932 -0.25966 0.98041
N 2.96112 3.62566 -0.23052
C 3.80783 2.66066 0.23277
C 5.18801 2.65761 -0.08626
C 5.69744 3.79915 -0.61079
C 4.90828 4.68525 -1.23532
C 3.55564 4.55446 -1.02147
H 3.26946 1.88044 0.75028
H 5.86561 1.96468 0.39028
H 6.75635 3.96725 -0.74064
H 5.27831 5.53285 -1.79303
H 2.89071 5.32271 -1.38763
N 7.89701 -3.74682 3.02999
C 8.92918 -3.90991 2.17489
C 8.71380 -3.80063 0.79454
C 7.52743 -3.35576 0.28081
C 6.47739 -3.23794 1.12686
C 6.65875 -3.48390 2.51491
H 9.89836 -4.07321 2.62257
H 9.54868 -3.94564 0.12496
H 7.56735 -3.17158 -0.78263
H 5.57180 -2.75593 0.78927
H 5.93896 -3.35285 3.30934
N -0.21156 4.27141 -4.58529
C -0.53068 5.51189 -5.02237
C 0.12857 6.20688 -5.99831
C 1.24234 5.66974 -6.56375
C 1.66132 4.35320 -6.20778
C 0.93704 3.75777 -5.20437
H -1.43005 5.90452 -4.57138
H -0.32266 7.15017 -6.26847
H 1.64325 6.30222 -7.34197
H 2.43320 3.70787 -6.60039
H 1.33407 2.90142 -4.67956
N -4.79068 0.97262 -2.77531
C -5.47606 -0.09768 -2.25107
C -6.72216 -0.54535 -2.70506
C -7.18732 0.06287 -3.87294
C -6.45060 1.06582 -4.49770
C -5.22903 1.51644 -3.95069
H -5.06577 -0.69772 -1.45232
H -7.24902 -1.38080 -2.26821
H -8.05712 -0.31436 -4.39020
H -6.96166 1.56623 -5.30690
H -4.64440 2.27868 -4.44425
C 1.47065 -2.58383 6.00305
C 0.67690 -3.80419 6.39447
O 0.36817 -3.99372 7.55992
C 0.52739 -4.96354 5.36416
H 1.30880 -1.83956 6.78278
H 1.07287 -2.29141 5.03126
H 2.50402 -2.90066 5.86211
H -0.50404 -5.29158 5.49318
H 1.19412 -5.72625 5.76647
H 0.67248 -4.80363 4.29576
C 1.94370 -3.04337 -6.12053
C 2.54132 -2.49020 -4.86536
O 3.08991 -1.39741 -4.94698
C 2.36149 -3.27595 -3.63824
H 2.19043 -4.10507 -6.12436
H 2.45541 -2.73529 -7.03231
H 0.85678 -3.09176 -6.18670
H 2.47652 -4.32961 -3.89256
H 1.35796 -3.09432 -3.25349
H 3.13879 -2.94092 -2.95147
C -0.86118 5.53261 5.29935
C -0.15619 4.38119 4.65064
O -0.52392 4.01848 3.51926
C 0.98190 3.62690 5.24970
H -1.34002 5.06381 6.15902
H -1.58990 5.89590 4.57474
H -0.19673 6.35338 5.56943
H 1.88347 4.23949 5.24803
H 1.05932 2.62602 4.82505
H 0.76498 3.41820 6.29731
C -5.23506 2.89557 4.55159
C -5.52233 3.25549 3.08375
O -4.84288 2.86393 2.18036
C -6.90795 3.82120 2.86233
H -4.41095 2.18249 4.57310
H -6.18292 2.52257 4.93958
H -4.96600 3.82550 5.05252
H -7.61398 2.99361 2.79364
H -6.84803 4.36550 1.91986
H -7.32287 4.38279 3.69932
C -3.12911 -7.60777 -0.59605
C -4.64933 -7.38204 -0.83128
O -5.33291 -8.33090 -1.18926
C -5.28289 -6.08263 -0.45198
H -2.81526 -8.55338 -1.03811
H -2.80176 -7.55244 0.44216
H -2.50625 -6.84751 -1.06738
H -5.16158 -6.02026 0.62945
H -6.35706 -6.11028 -0.63495
H -4.74868 -5.22752 -0.86611